Record 1
The following is a DFT calculation (the ωB97M-V functional and the def2-TZVPD basis) of a molecular structure, C39H101N3O21S7.

As for the charge: 0. The value obtained for the HOMO energy is -7.796 eV. For the gap between HOMO and LUMO, the calculation gives 8.174 eV. Its energy above the lowest of the compared OMol25 structures with the same formula, charge and spin is 12.643 eV. For the total energy, the calculation gives -6077.448916 a.u. Its spin multiplicity is 1.

Structure (XYZ):
```
171
C39H101N3O21S7 | the Open Molecules 2025 dataset | the ωB97M-V functional and the def2-TZVPD basis
C -0.74 6.96 -2.87
C -0.68 5.61 -2.18
N -1.83 5.41 -1.26
C -1.65 6.20 -0.06
C -0.47 5.79 0.85
C -2.06 3.99 -0.98
C -3.37 3.80 -0.24
H -0.04 6.99 -3.71
H -0.65 7.84 -2.24
H -1.67 7.18 -3.41
H -0.79 4.80 -2.90
H 0.24 5.46 -1.61
H -1.52 7.26 -0.30
H -2.53 6.30 0.59
H 0.43 5.50 0.31
H -0.12 6.61 1.49
H -0.71 4.91 1.45
H -1.15 3.57 -0.51
H -2.04 3.43 -1.92
H -3.73 2.77 -0.21
H -4.13 4.47 -0.66
H -3.25 4.07 0.81
C -3.04 -6.03 0.33
C -2.63 -6.51 1.72
N -3.38 -5.92 2.83
C -2.94 -4.51 2.93
C -3.68 -3.71 3.99
C -3.04 -6.66 4.06
C -3.73 -8.02 4.09
H -2.85 -4.96 0.22
H -4.10 -6.23 0.19
H -2.57 -6.64 -0.44
H -2.81 -7.59 1.70
H -1.54 -6.44 1.87
H -1.86 -4.51 3.11
H -3.17 -3.97 2.01
H -3.49 -4.04 5.02
H -3.36 -2.67 3.92
H -4.77 -3.70 3.88
H -3.37 -6.11 4.94
H -1.95 -6.74 4.13
H -3.43 -8.67 3.27
H -4.80 -7.84 3.98
H -3.57 -8.49 5.06
C 1.95 4.72 -4.29
C 2.07 3.22 -4.56
N 3.22 2.53 -3.97
C 4.50 3.17 -4.30
C 4.74 3.14 -5.80
C 3.01 2.55 -2.52
C 3.82 1.45 -1.81
H 2.74 5.31 -4.76
H 1.85 4.93 -3.23
H 1.02 5.08 -4.75
H 1.13 2.72 -4.30
H 2.03 3.06 -5.64
H 4.50 4.21 -3.95
H 5.36 2.74 -3.77
H 4.60 2.14 -6.20
H 4.01 3.76 -6.34
H 5.71 3.55 -6.06
H 1.97 2.32 -2.28
H 3.26 3.50 -2.01
H 4.10 1.71 -0.79
H 4.76 1.37 -2.36
H 3.34 0.47 -1.77
O -5.45 -0.79 0.50
S -6.72 -0.49 1.08
O -7.92 -1.19 0.72
O -6.53 -0.65 2.69
C -5.29 -0.17 3.23
C -5.53 -0.04 4.74
C -7.03 1.29 0.97
H -4.92 0.77 2.81
H -4.48 -0.84 2.94
H -6.55 0.30 4.91
H -4.84 0.68 5.17
H -5.34 -1.00 5.22
H -8.10 1.42 1.12
H -6.78 1.61 -0.04
H -6.45 1.87 1.69
O -1.16 -1.14 3.42
S -1.23 -0.45 2.17
O -1.97 0.78 2.04
O 0.30 -0.26 1.67
C 0.45 0.52 0.47
C 1.13 1.82 0.81
C -1.85 -1.64 0.94
H -0.50 0.68 -0.05
H 1.09 0.02 -0.25
H 2.17 1.54 1.01
H 0.76 2.42 1.64
H 1.15 2.50 -0.05
H -1.76 -1.25 -0.07
H -2.90 -1.78 1.19
H -1.23 -2.53 0.99
O -4.23 -3.64 -3.77
S -3.76 -3.11 -2.51
O -2.49 -3.54 -2.00
O -3.75 -1.48 -2.52
C -4.69 -0.79 -3.33
C -4.76 0.65 -2.86
C -5.03 -3.43 -1.28
H -5.68 -1.26 -3.26
H -4.39 -0.83 -4.38
H -3.81 1.15 -3.02
H -5.06 0.66 -1.81
H -5.51 1.21 -3.42
H -5.12 -4.51 -1.23
H -5.96 -2.96 -1.58
H -4.68 -3.10 -0.31
O 1.95 -3.52 -3.16
S 1.59 -3.22 -1.80
O 2.61 -3.02 -0.81
O 0.62 -1.90 -1.77
C 0.01 -1.52 -3.02
C -0.80 -0.29 -2.73
C 0.44 -4.45 -1.20
H -0.60 -2.34 -3.39
H 0.77 -1.29 -3.77
H -0.16 0.52 -2.37
H -1.53 -0.47 -1.94
H -1.45 0.09 -3.52
H -0.40 -4.45 -1.89
H 0.24 -4.29 -0.15
H 1.02 -5.37 -1.32
O 5.60 -1.45 2.10
S 4.90 -0.84 1.01
O 3.72 -0.08 1.30
O 5.89 0.12 0.16
C 7.19 -0.35 -0.19
C 8.22 0.28 0.73
C 4.67 -2.12 -0.27
H 7.36 0.07 -1.19
H 7.31 -1.43 -0.26
H 7.99 1.35 0.84
H 9.26 0.30 0.40
H 8.27 -0.13 1.74
H 4.77 -1.62 -1.23
H 3.66 -2.52 -0.19
H 5.44 -2.85 -0.06
O -0.79 -3.46 1.30
S -0.53 -4.23 2.49
O -1.32 -5.41 2.76
O 1.01 -4.72 2.56
C 2.02 -3.78 2.14
C 3.40 -4.43 2.25
C -0.56 -3.14 3.95
H 1.95 -2.87 2.74
H 1.81 -3.51 1.10
H 3.49 -4.80 3.27
H 4.14 -3.65 2.09
H 3.51 -5.33 1.66
H -0.04 -3.72 4.71
H -1.61 -2.99 4.19
H -0.09 -2.20 3.69
O 4.58 5.78 2.15
S 3.99 4.75 1.34
O 2.63 4.87 0.88
O 4.95 4.45 0.05
C 6.36 4.64 0.25
C 6.81 5.99 -0.27
C 4.11 3.13 2.10
H 6.83 3.87 -0.37
H 6.64 4.51 1.30
H 7.88 5.99 -0.50
H 6.59 6.79 0.44
H 6.35 6.20 -1.24
H 3.36 3.04 2.88
H 5.11 3.05 2.52
H 4.00 2.41 1.29
```

Record 2
The following is a DFT calculation (the ωB97M-V functional and the def2-TZVPD basis) of a molecular structure, C32H37ClCrN2Si2.

As for the charge: 0. The value obtained for the HOMO energy (alpha / beta) is -5.078 / -6.506 eV. For the gap between HOMO and LUMO (alpha / beta), the calculation gives 5.403 / 6.794 eV. For the total energy, the calculation gives -3434.743183 a.u. Its spin multiplicity is 5. As for the expectation value of S²: 6.04.

Structure (XYZ):
```
75
C32H37ClCrN2Si2 | the Open Molecules 2025 dataset | the ωB97M-V functional and the def2-TZVPD basis
C -1.31 0.42 1.33
C -0.14 -0.01 2.03
C 0.89 0.96 1.81
H -0.09 -0.85 2.72
C 0.36 1.99 0.96
C -1.01 1.66 0.67
H -1.73 2.30 0.17
H -2.30 -0.04 1.39
H 1.87 0.99 2.28
H 0.87 2.90 0.68
Cr 0.38 0.07 -0.12
Si 2.69 -0.42 -0.84
C 3.35 -1.87 0.15
C 4.24 -2.75 -0.48
H 4.50 -2.60 -1.52
C 4.84 -3.79 0.23
H 5.54 -4.46 -0.28
C 4.53 -3.96 1.58
H 5.00 -4.77 2.14
C 3.61 -3.12 2.21
H 3.35 -3.26 3.27
C 3.01 -2.07 1.50
H 2.31 -1.41 2.00
C 3.62 1.16 -0.48
C 4.55 1.20 0.57
H 4.79 0.29 1.13
C 5.18 2.40 0.91
H 5.89 2.42 1.75
C 4.88 3.57 0.20
H 5.36 4.51 0.48
C 3.94 3.55 -0.83
H 3.67 4.46 -1.37
C 3.31 2.34 -1.17
H 2.59 2.32 -1.99
H 2.91 -0.74 -2.27
Si 7.57 -1.58 -3.30
C 8.27 0.09 -2.93
C 9.42 0.24 -2.14
H 9.97 -0.64 -1.79
C 9.89 1.51 -1.80
H 10.79 1.62 -1.18
C 9.23 2.65 -2.27
H 9.59 3.65 -2.00
C 8.13 2.51 -3.13
H 7.65 3.39 -3.56
C 7.66 1.24 -3.46
H 6.83 1.14 -4.16
C 8.20 -2.80 -2.05
C 7.88 -2.63 -0.70
H 7.30 -1.76 -0.38
C 8.32 -3.56 0.26
H 8.03 -3.42 1.30
C 9.11 -4.64 -0.12
H 9.43 -5.37 0.62
C 9.50 -4.77 -1.46
H 10.16 -5.60 -1.76
C 9.06 -3.86 -2.42
H 9.38 -3.94 -3.46
H 7.86 -2.04 -4.69
Cl 5.52 -1.40 -3.35
N -0.52 0.68 -1.91
C -1.97 0.32 -2.15
C -2.34 -1.00 -1.48
C -1.27 -2.08 -1.55
N -0.29 -1.91 -0.42
H 0.05 0.29 -2.68
H -0.40 1.70 -1.99
H -2.58 1.14 -1.75
H -2.12 0.28 -3.23
H -2.68 -0.82 -0.44
H -3.23 -1.38 -2.02
H -1.72 -3.07 -1.47
H -0.72 -2.04 -2.50
H -0.73 -2.18 0.46
H 0.49 -2.56 -0.52
```

Record 3
The following is a DFT calculation (the ωB97M-V functional and the def2-TZVPD basis) of C10H9NO2S in the gas phase.

As for the charge: 0. The value obtained for the HOMO energy is -8.224 eV. For the gap between HOMO and LUMO, the calculation gives 8.656 eV. Its energy above the lowest of the compared OMol25 structures with the same formula, charge and spin is 2.952 eV. For the total energy, the calculation gives -989.769523 a.u. Its spin multiplicity is 1.

Structure (XYZ):
```
23
C10H9NO2S | the Open Molecules 2025 dataset | the ωB97M-V functional and the def2-TZVPD basis
C -0.90 -1.93 -2.70
C 1.64 1.68 0.50
C 0.89 1.72 -0.71
C 1.35 0.75 1.52
C -0.09 0.80 -0.91
C 0.25 -0.08 1.31
C -0.31 -0.15 0.08
C -1.77 -1.10 -1.84
C -0.83 0.73 -2.21
C 0.66 -1.37 3.37
N -0.23 -2.45 -3.46
O -1.71 1.67 -2.45
O -0.26 -0.96 2.24
S -1.65 -1.27 -0.02
H 2.46 2.44 0.58
H 1.36 2.35 -1.52
H 1.98 0.68 2.39
H -2.78 -1.29 -2.08
H -0.34 0.43 -3.05
H 0.16 -2.25 3.74
H 0.95 -0.61 4.18
H 1.46 -1.68 2.77
H -2.29 1.90 -1.71
```

Record 4
The following is a DFT calculation (the ωB97M-V functional and the def2-TZVPD basis) of 12 unconnected molecules or ions with the total composition C18H60N8O12.

As for the charge: 0. The value obtained for the HOMO energy is -8.727 eV. The SMILES is NC(N)=O.NC(N)=O.NC(N)=O.NC(N)=O.CCO.CCO.CCO.CCO.CCO.CCO.CO.CO. For the gap between HOMO and LUMO, the calculation gives 8.818 eV. Its energy above the lowest of the compared OMol25 structures with the same formula, charge and spin is 5.764 eV. For the total energy, the calculation gives -2062.628807 a.u. Its spin multiplicity is 1.

Structure (XYZ):
```
98
C18H60N8O12 | the Open Molecules 2025 dataset | the ωB97M-V functional and the def2-TZVPD basis
N 0.33 -0.24 1.18
C 0.48 -0.13 -0.08
N -0.29 -0.93 -0.75
O 1.27 0.83 -0.66
H 0.87 0.42 1.82
H -0.45 -0.82 1.61
H -0.18 -1.01 -1.83
H -0.82 -1.70 -0.30
N -3.00 3.01 -0.23
C -2.19 2.06 0.05
N -2.22 1.00 -0.74
O -1.45 2.10 1.22
H -3.01 3.79 0.44
H -3.51 3.04 -1.15
H -1.52 0.25 -0.57
H -2.94 0.92 -1.43
N 1.35 3.03 1.31
C 1.89 2.52 2.37
N 2.83 3.26 2.86
O 1.52 1.33 2.95
H 0.43 2.69 0.97
H 1.47 3.95 0.90
H 3.30 3.05 3.76
H 3.21 4.09 2.44
N -0.48 -2.00 5.55
C -0.11 -2.07 4.25
N 1.20 -2.40 4.02
O -0.96 -1.83 3.16
H -1.43 -1.69 5.86
H 0.27 -1.95 6.27
H 1.53 -2.33 3.05
H 1.84 -2.92 4.66
C -2.61 -3.33 -2.08
C -1.61 -3.71 -0.91
O -2.00 -2.88 0.21
H -2.37 -2.25 -2.14
H -3.64 -3.56 -1.80
H -2.49 -3.87 -3.03
H -0.57 -3.53 -1.18
H -1.55 -4.78 -0.50
H -2.74 -3.35 0.68
C 5.80 2.66 -0.99
C 4.63 2.47 -0.11
O 3.49 3.25 -0.61
H 5.57 2.45 -2.04
H 6.70 2.06 -0.78
H 6.07 3.72 -0.88
H 4.82 2.91 0.87
H 4.42 1.40 -0.04
H 2.76 3.14 0.03
C -4.95 -1.29 -0.55
C -4.41 -0.93 0.86
O -4.62 0.47 0.99
H -5.26 -2.31 -0.57
H -4.22 -1.04 -1.36
H -5.79 -0.75 -0.86
H -3.35 -1.13 1.07
H -4.95 -1.39 1.70
H -3.87 0.96 0.77
C 1.25 -2.69 -3.33
C 0.08 -2.11 -4.12
O -0.54 -1.10 -3.41
H 1.75 -3.43 -4.03
H 0.97 -3.33 -2.43
H 1.94 -1.89 -3.06
H -0.73 -2.84 -4.28
H 0.43 -1.83 -5.06
H -1.30 -0.71 -3.89
C 2.28 0.69 -4.35
C 3.32 1.08 -3.29
O 3.47 0.10 -2.25
H 1.31 0.80 -3.75
H 2.37 -0.37 -4.71
H 2.31 1.34 -5.17
H 3.19 2.01 -2.83
H 4.28 1.07 -3.82
H 2.73 0.19 -1.62
C -1.61 1.45 4.68
C -2.81 0.78 4.02
O -3.98 1.15 4.62
H -0.68 1.01 4.29
H -1.62 1.20 5.72
H -1.57 2.55 4.71
H -2.75 -0.31 4.26
H -2.91 1.00 2.92
H -4.67 0.74 4.11
C -0.45 2.76 -2.76
O 0.66 3.14 -2.05
H -0.59 1.71 -3.05
H -0.47 3.26 -3.68
H -1.29 3.16 -2.20
H 0.89 2.47 -1.38
C 2.16 -3.26 0.07
O 1.73 -2.56 1.24
H 1.38 -3.82 -0.33
H 3.06 -3.87 0.18
H 2.55 -2.60 -0.70
H 1.31 -1.69 1.03
```

Record 5
The following is a DFT calculation (the ωB97M-V functional and the def2-TZVPD basis) of a molecular structure, C29H31BrN2O3S.

As for the charge: 0. The value obtained for the HOMO energy is -6.711 eV. For the gap between HOMO and LUMO, the calculation gives 5.247 eV. Its energy above the lowest of the compared OMol25 structures with the same formula, charge and spin is 0.611 eV. For the total energy, the calculation gives -4430.960640 a.u. Its spin multiplicity is 1.

Structure (XYZ):
```
67
C29H31BrN2O3S | the Open Molecules 2025 dataset | the ωB97M-V functional and the def2-TZVPD basis
C -4.34 1.75 1.23
N -2.90 1.56 1.25
C -2.04 2.37 0.55
O -2.41 3.28 -0.18
C -0.62 1.90 0.84
C 0.26 3.00 1.47
C 0.42 4.20 0.57
C 0.06 5.47 1.03
C 0.11 6.57 0.17
C 0.56 6.39 -1.15
C 0.96 5.13 -1.60
C 0.89 4.02 -0.74
N -0.84 0.76 1.74
C 0.20 0.11 2.30
C 0.08 -1.00 3.14
C 1.16 -1.68 3.65
C 0.98 -2.94 4.29
C 2.07 -3.86 4.38
C 1.96 -5.06 5.08
C 0.71 -5.48 5.57
C -0.41 -4.65 5.38
C -0.26 -3.37 4.84
C -2.28 0.51 2.05
C -2.62 0.71 3.53
C -2.77 -0.86 1.57
H -4.61 2.64 0.65
H -4.86 0.89 0.79
H -4.72 1.89 2.25
H -0.18 1.55 -0.11
H -0.17 3.31 2.44
H 1.24 2.54 1.67
H -0.27 5.57 2.07
H -0.21 7.54 0.53
H 0.60 7.25 -1.83
H 1.31 4.99 -2.63
H 1.20 3.03 -1.07
H 1.20 0.43 1.98
H -0.93 -1.36 3.33
H 2.20 -1.26 3.46
H 2.99 -3.62 3.84
H 2.85 -5.61 5.34
H 0.62 -6.41 6.10
H -1.38 -4.97 5.78
H -1.13 -2.70 4.78
H -2.43 1.75 3.83
H -3.68 0.49 3.69
H -2.03 0.05 4.18
H -2.78 -0.89 0.48
H -2.11 -1.66 1.91
H -3.78 -1.05 1.96
Br 3.18 -1.65 6.34
C 3.47 -1.13 4.50
S 4.11 0.52 4.58
C 5.85 0.49 5.10
C 6.12 0.62 6.46
C 7.45 0.65 6.91
C 8.49 0.54 5.99
C 8.22 0.28 4.64
C 6.89 0.26 4.19
O 4.17 0.99 3.21
O 3.33 1.28 5.55
H 4.27 -1.79 4.08
H 5.30 0.72 7.17
H 7.66 0.77 7.97
H 9.52 0.59 6.32
H 9.04 0.10 3.94
H 6.68 0.08 3.14
```

Record 6
The following is a DFT calculation (the ωB97M-V functional and the def2-TZVPD basis) of a molecular structure, C4H7N2O2S.

As for the charge: +1. The value obtained for the HOMO energy is -14.563 eV. For the gap between HOMO and LUMO, the calculation gives 10.585 eV. Its energy above the lowest of the compared OMol25 structures with the same formula, charge and spin is 2.792 eV. For the total energy, the calculation gives -814.440943 a.u. Its spin multiplicity is 1.

Structure (XYZ):
```
16
C4H7N2O2S | the Open Molecules 2025 dataset | the ωB97M-V functional and the def2-TZVPD basis
C -3.10 1.21 -2.13
C 1.32 -0.38 0.09
C 1.10 -1.31 -0.92
C 1.81 1.25 1.94
N 1.67 0.47 0.82
N -2.96 0.29 -1.47
O -1.70 -2.15 -0.22
O -1.28 0.06 0.84
S -2.35 -0.96 0.33
H -3.19 2.09 -2.72
H 2.00 -1.47 -1.57
H 0.04 -1.10 -1.32
H 1.06 -2.26 -0.41
H 2.29 2.25 1.71
H 2.41 0.70 2.69
H 0.88 1.31 2.35
```